No. 1
CH8O5 | ωB97M-V/def2-TZVPD

charge: 0
electronic energy: -419.05706 hartree
SMILES string: O=CO.O.O.O
strongest force on any atom: 14.748 eV/Å

Last column: Mulliken charge in e.
Atoms and positions in Å:
O1 -1.909 1.153 0.495  -0.67
O2 0.110 -0.194 -0.302  -0.54
O3 2.067 -0.864 0.449  -0.43
O4 -0.315 -2.168 1.681  -0.63
O5 -0.566 1.852 -1.956  -0.69
C1 1.464 -0.312 -0.415  0.19
H1 -0.168 -1.566 0.940  0.38
H2 -0.246 0.600 -0.797  0.37
H3 1.838 0.071 -1.357  0.35
H4 -2.513 0.306 0.792  0.36
H5 -0.120 2.703 -2.029  0.33
H6 -1.228 2.023 -1.286  0.35
H7 -0.280 -1.588 2.465  0.30
H8 -1.164 1.091 0.829  0.33

No. 2
CH8OP3 | ωB97M-V/def2-TZVPD

charge: +1
electronic energy: -1141.84379 hartree
strongest force on any atom: 2.592 eV/Å

Last column: Mulliken charge in e.
Atoms and positions in Å:
P1 -1.612 0.490 0.998  -0.01
P2 -0.612 -1.197 -2.179  -0.05
P3 0.087 0.248 -0.616  0.62
O1 -0.075 1.642 -0.967  -0.56
C1 1.537 -0.038 0.653  -0.78
H1 -1.504 -0.229 2.134  0.16
H2 0.056 -2.277 -1.529  0.12
H3 -2.908 0.785 0.684  0.18
H4 1.942 -1.046 0.668  0.34
H5 -0.785 1.588 0.821  0.25
H6 1.004 0.026 1.655  0.25
H7 0.404 -0.639 -3.013  0.16
H8 2.467 0.648 0.690  0.31

No. 3
CH9N2 | ωB97M-V/def2-TZVPD

charge: 0
electronic energy: -152.86050 hartree
2S+1: 2
strongest force on any atom: 2.788 eV/Å

Last column: Löwdin spin population.
Atoms and positions in Å:
N1 -0.280 0.501 -1.149  0.25
N2 -0.839 -0.235 1.694  0.07
C1 1.118 0.008 -0.898  0.21
H1 1.091 -1.192 -0.802  0.05
H2 -0.444 1.489 -1.481  0.14
H3 1.773 0.276 -1.763  0.03
H4 -0.918 -1.257 1.735  0.02
H5 -0.676 -0.311 -1.664  0.15
H6 -1.556 -0.001 2.362  0.01
H7 -0.744 0.374 -0.184  0.04
H8 1.413 0.238 0.127  0.02
H9 0.062 0.109 2.023  0.01

No. 4
CH9N2 | ωB97M-V/def2-TZVPD

charge: +1
electronic energy: -152.75185 hartree
strongest force on any atom: 3.078 eV/Å

Last column: Mulliken charge in e.
Atoms and positions in Å:
N1 0.049 0.180 -0.810  -0.30
N2 -1.239 -1.029 1.770  -0.82
C1 1.255 0.947 -1.184  -0.84
H1 -0.761 0.712 -1.126  0.36
H2 1.341 1.263 -2.219  0.35
H3 -0.087 0.065 0.217  0.42
H4 0.117 -0.740 -1.246  0.35
H5 -2.239 -0.863 1.747  0.26
H6 -1.035 -1.988 1.522  0.27
H7 -1.008 -0.911 2.751  0.25
H8 1.345 1.781 -0.476  0.34
H9 2.263 0.584 -0.945  0.35

No. 5
CH9N2 | ωB97M-V/def2-TZVPD

charge: +1
electronic energy: -152.73350 hartree
strongest force on any atom: 4.308 eV/Å

Last column: Mulliken charge in e.
Atoms and positions in Å:
N1 2.058 1.285 -0.272  -0.77
N2 -0.794 -0.231 -0.280  -0.38
C1 -1.488 -1.288 0.615  -0.69
H1 -0.941 -2.177 0.711  0.34
H2 -1.362 0.592 -0.245  0.36
H3 2.254 1.263 -1.283  0.25
H4 -1.370 -0.732 1.644  0.29
H5 1.583 2.223 -0.010  0.28
H6 -0.641 -0.364 -1.295  0.34
H7 0.058 0.028 0.187  0.39
H8 -2.349 -1.582 0.137  0.35
H9 2.845 1.105 0.328  0.23

No. 6
CH9N6 | ωB97M-V/def2-TZVPD

charge: +1
electronic energy: -371.57562 hartree
strongest force on any atom: 3.881 eV/Å

Last column: Mulliken charge in e.
Atoms and positions in Å:
N1 -1.547 -1.084 0.500  -0.19
N2 -0.324 0.056 -1.561  -0.63
N3 0.811 1.342 0.237  -0.39
N4 -1.236 0.176 0.631  -0.25
N5 1.244 0.147 1.597  -0.18
N6 1.356 -0.969 1.043  -0.04
C1 -0.481 0.879 -0.358  0.23
H1 -1.486 -1.424 -0.398  0.26
H2 -2.151 -1.542 1.177  0.25
H3 0.560 -0.409 -1.686  0.21
H4 -1.284 1.720 -0.520  0.36
H5 -0.576 0.463 -2.459  0.23
H6 0.658 2.240 0.659  0.31
H7 0.675 -1.765 1.020  0.27
H8 1.618 1.281 -0.359  0.30
H9 2.163 -1.110 0.475  0.27

No. 7
CH9N6O2 | ωB97M-V/def2-TZVPD

charge: +1
electronic energy: -522.17659 hartree
strongest force on any atom: 5.734 eV/Å

Last column: Mulliken charge in e.
Atoms and positions in Å:
O1 -0.626 1.003 0.101  -0.88
O2 2.695 -1.275 0.371  -0.65
N1 -0.202 -2.314 -0.142  0.48
N2 1.898 1.582 -0.346  -0.46
N3 -3.253 0.693 0.291  -0.14
N4 0.259 -3.337 -0.052  -0.55
N5 -0.194 -1.128 -0.372  -0.05
N6 -2.352 -0.473 0.037  -0.69
C1 -1.117 -0.117 -0.047  0.83
H1 -3.779 0.355 1.056  0.33
H2 2.090 -1.679 1.056  0.32
H3 2.197 1.695 -1.398  0.43
H4 2.495 0.713 -0.065  0.35
H5 -3.874 0.983 -0.467  0.33
H6 0.856 1.232 -0.395  0.34
H7 -2.516 1.454 0.399  0.34
H8 3.269 -1.794 -0.160  0.31
H9 2.153 2.407 0.133  0.35

No. 8
CH9NO5 | ωB97M-V/def2-TZVPD

charge: 0
electronic energy: -474.48130 hartree
SMILES string: NC(=O)O.O.O.O
strongest force on any atom: 3.148 eV/Å

Last column: Mulliken charge in e.
Atoms and positions in Å:
O1 2.159 0.056 1.201  -0.64
O2 -1.838 -2.274 0.002  -0.66
O3 -3.449 -2.108 -1.592  -0.45
O4 0.970 -2.421 0.001  -0.64
O5 3.336 6.003 0.883  -0.64
N1 -2.674 -0.264 -0.574  -0.42
C1 -2.672 -1.622 -0.590  0.63
H1 2.853 0.430 0.657  0.31
H2 -1.794 0.207 -0.391  0.24
H3 1.599 -0.447 0.594  0.33
H4 1.355 -3.201 0.419  0.33
H5 3.210 5.430 1.646  0.33
H6 -3.435 -3.056 -1.356  0.35
H7 -3.243 0.274 -1.204  0.24
H8 0.026 -2.551 0.213  0.40
H9 3.597 5.543 0.091  0.32